{"formula": "C36H34BMnN12O", "method": "the ωB97M-V functional and the def2-TZVPD basis", "lumo_energy_ev": [-8.711, -10.703], "energy_ha": -3299.7514, "largest_force_ev_per_a": 0.27, "s_squared": 8.837, "charge": 3, "gap_ev": [6.2, 4.2], "spin_multiplicity": 6, "elements": ["Mn", "C", "C", "C", "C", "N", "N", "B", "N", "C", "C", "C", "C", "N", "N", "C", "C", "C", "C", "N", "N", "C", "C", "C", "C", "N", "H", "H", "H", "H", "H", "H", "H", "H", "H", "H", "H", "H", "H", "H", "H", "H", "H", "H", "H", "H", "C", "O", "C", "C", "C", "C", "C", "C", "C", "N", "C", "C", "N", "C", "C", "C", "C", "N", "C", "C", "N", "C", "C", "C", "C", "H", "H", "H", "H", "H", "H", "H", "H", "H", "H", "H", "H", "H", "H"], "xyz": [[-1.055, -1.419, -0.314], [1.192, -0.672, 2.500], [0.360, -1.909, 2.508], [0.314, -2.904, 3.474], [-0.619, -3.819, 3.018], [-1.096, -3.388, 1.848], [-0.499, -2.208, 1.514], [-2.115, -4.005, 0.873], [-1.359, -4.238, -0.493], [-1.082, -5.336, -1.199], [-0.603, -4.970, -2.446], [-0.596, -3.582, -2.449], [-0.279, -2.653, -3.571], [-1.014, -3.150, -1.241], [-3.217, -2.917, 0.534], [-4.539, -3.089, 0.561], [-5.146, -2.024, -0.088], [-4.113, -1.207, -0.519], [-4.186, 0.026, -1.355], [-2.944, -1.746, -0.105], [-2.810, -5.203, 1.414], [-3.339, -6.335, 0.866], [-4.076, -6.963, 1.827], [-3.978, -6.132, 2.971], [-4.596, -6.336, 4.312], [-3.230, -5.076, 2.711], [1.757, -0.603, 3.427], [0.575, 0.226, 2.424], [1.912, -0.676, 1.679], [0.875, -2.951, 4.391], [-0.994, -4.728, 3.456], [-1.230, -6.316, -0.782], [-0.324, -5.625, -3.253], [-0.360, -3.186, -4.516], [0.733, -2.250, -3.517], [-0.982, -1.819, -3.602], [-4.962, -3.960, 1.036], [-6.200, -1.874, -0.246], [-5.146, 0.059, -1.866], [-3.405, 0.038, -2.117], [-4.107, 0.940, -0.765], [-3.213, -6.600, -0.169], [-4.618, -7.888, 1.727], [-5.125, -7.286, 4.348], [-5.307, -5.541, 4.535], [-3.836, -6.337, 5.091], [6.650, 9.864, -1.592], [5.320, 9.604, -1.060], [4.802, 8.422, -1.040], [5.453, 7.246, -1.522], [4.803, 6.053, -1.445], [3.496, 5.963, -0.899], [2.856, 7.139, -0.423], [3.485, 8.338, -0.489], [2.783, 4.717, -0.806], [1.566, 4.609, -0.292], [1.244, 3.304, -0.385], [2.282, 2.578, -0.966], [3.254, 3.493, -1.229], [2.229, 1.158, -1.156], [3.269, 0.327, -1.600], [3.076, -1.034, -1.645], [1.836, -1.561, -1.288], [0.826, -0.788, -0.903], [1.017, 0.548, -0.799], [-0.068, 1.293, -0.197], [-1.143, 0.564, 0.193], [-2.097, 1.158, 0.901], [-2.057, 2.520, 1.206], [-0.999, 3.281, 0.769], [0.038, 2.659, 0.059], [6.782, 10.933, -1.478], [6.678, 9.584, -2.642], [7.384, 9.322, -1.000], [6.448, 7.307, -1.939], [5.309, 5.170, -1.811], [1.861, 7.055, -0.010], [3.027, 9.253, -0.138], [4.141, 3.315, -1.670], [4.228, 0.741, -1.883], [3.868, -1.701, -1.951], [1.650, -2.627, -1.306], [-2.911, 0.529, 1.236], [-2.860, 2.954, 1.785], [-0.942, 4.341, 0.983]]}